*a*
{"formula": "C2H5N4", "method": "the ωB97M-V functional and the def2-TZVPD basis", "total_charge": 1, "gap_ev": [6.795, 8.124], "lumo_ha": [-0.244, -0.226], "symbols": ["C", "C", "N", "N", "N", "N", "H", "H", "H", "H", "H"], "positions_angstrom": [[0.3850, 1.1544, -0.2257], [0.0157, -1.2163, -0.2805], [-1.3978, -1.1709, 0.0522], [-2.0202, -0.1752, 0.1398], [-2.1099, 0.9705, -0.1406], [0.7450, -0.0270, 0.1293], [0.9317, 1.9922, 0.1977], [0.4429, -2.1070, 0.1892], [0.0479, -1.3397, -1.3725], [-2.6724, 1.6959, 0.2888], [1.5605, -0.2072, 0.7263]], "lowdin_charge": [0.139, -0.130, 0.139, -0.070, 0.263, -0.024, 0.069, 0.142, 0.154, 0.150, 0.167]}


*b*
{"formula": "C2H5N4", "method": "the ωB97M-V functional and the def2-TZVPD basis", "total_charge": 1, "smiles": "[H]/N=C/NC[N+]#N", "gap_ev": 9.868, "lumo_ha": -0.206, "symbols": ["H", "N", "C", "N", "C", "N", "N", "H", "H", "H", "H"], "positions_angstrom": [[1.5128, 1.6826, 0.8701], [0.9778, 1.0998, 0.3233], [1.1611, -0.1544, 0.3024], [0.1864, -0.8644, -0.3492], [-1.0568, -0.3004, -0.6504], [-1.4274, 0.4906, 0.4463], [-0.9953, 1.2616, 1.1508], [2.0224, -0.7446, 0.5174], [0.1681, -1.7827, -0.1757], [-1.8610, -1.0490, -0.8883], [-0.6881, 0.3609, -1.5467]], "lowdin_charge": [0.066, 0.131, -0.172, 0.049, -0.150, 0.067, 0.372, 0.148, 0.101, 0.176, 0.211]}


It turns out *b* is the most stable, with the second structure 0.1330 hartree higher.


*a*
{"formula": "C5H7NO2", "method": "the ωB97M-V functional and the def2-TZVPD basis", "total_charge": 0, "smiles": "C=NC=C=O.C=CO", "gap_ev": 9.222, "lumo_ha": 0.014, "symbols": ["C", "N", "C", "C", "O", "H", "H", "H", "C", "C", "O", "H", "H", "H", "H"], "positions_angstrom": [[-1.0093, 1.0573, 1.0237], [-1.4389, 1.2673, -0.1554], [-2.1776, 0.3720, -0.8600], [-2.4192, -0.8642, -0.4889], [-2.4636, -1.8992, 0.0321], [-0.3455, 1.8062, 1.3925], [-0.9059, 0.2826, 1.7352], [-2.4794, 0.7213, -1.9394], [1.5019, -1.0862, -0.5871], [1.7032, 0.0780, -0.0394], [2.8043, 0.5574, 0.6409], [0.4887, -1.2496, -0.8407], [2.3091, -1.7523, -0.7492], [0.8318, 0.7688, 0.1771], [3.6005, -0.0594, 0.6585]], "lowdin_charge": [-0.082, -0.012, -0.208, -0.173, 0.196, 0.065, 0.081, 0.149, 0.016, -0.286, -0.035, 0.031, 0.050, 0.076, 0.132]}


*b*
{"formula": "C5H7NO2", "method": "the ωB97M-V functional and the def2-TZVPD basis", "total_charge": 0, "gap_ev": 9.793, "lumo_ha": 0.016, "symbols": ["C", "C", "C", "C", "C", "N", "O", "O", "H", "H", "H", "H", "H", "H", "H"], "positions_angstrom": [[3.6513, -0.4960, 0.1018], [3.1567, 0.8782, 0.0093], [-0.5010, 1.1042, -0.0979], [-0.3053, -0.3710, 0.4720], [0.7451, -1.1768, -0.3256], [2.3178, -0.2288, -0.1059], [4.5341, -1.2836, 0.1997], [3.1227, 2.0492, -0.0059], [-1.3334, 1.3268, 0.6372], [0.4766, 1.6822, 0.0880], [-0.7477, 0.9457, -1.1357], [-1.3362, -0.8359, 0.3354], [-0.0459, -0.4224, 1.6348], [0.9024, -2.0157, 0.3092], [0.5986, -0.9608, -1.3899]], "lowdin_charge": [-0.377, -0.365, -0.099, -0.306, 0.019, 0.202, 0.120, 0.134, 0.085, 0.081, 0.058, 0.117, 0.143, 0.085, 0.105]}


*c*
{"formula": "C5H7NO2", "method": "the ωB97M-V functional and the def2-TZVPD basis", "total_charge": 0, "smiles": "N[C@H]1CC(=O)C=C1O", "gap_ev": 9.677, "lumo_ha": 0.021, "symbols": ["N", "C", "C", "C", "O", "C", "C", "O", "H", "H", "H", "H", "H", "H", "H"], "positions_angstrom": [[-1.8427, -0.3909, -0.0557], [-0.5404, -0.1808, -0.6373], [0.0610, 1.1922, -0.5646], [1.3313, 1.1435, 0.3086], [2.2573, 1.9250, 0.4420], [1.3596, -0.2121, 0.9072], [0.4303, -0.9909, 0.2618], [0.2697, -2.2767, 0.4595], [-2.4540, 0.2155, -0.5434], [-1.8607, -0.1908, 0.9835], [-0.3866, -0.5210, -1.6196], [-0.5682, 2.0937, -0.2517], [0.3577, 1.5073, -1.4894], [2.1240, -0.4612, 1.6278], [-0.5384, -2.8529, 0.1713]], "lowdin_charge": [0.052, -0.334, -0.076, -0.396, 0.055, 0.067, -0.299, 0.067, 0.059, 0.127, 0.135, 0.156, 0.082, 0.118, 0.188]}


It turns out *c* is the most stable, with the second structure 0.0906 hartree higher.


*a*
{"formula": "C5H7NO2", "method": "the ωB97M-V functional and the def2-TZVPD basis", "total_charge": 0, "gap_ev": 9.149, "lumo_ha": 0.009, "symbols": ["C", "C", "C", "N", "O", "O", "H", "H", "H", "H", "H", "C", "C", "H", "H"], "positions_angstrom": [[1.2919, 0.5980, -1.1012], [-0.1514, 0.4755, 1.4210], [-0.1483, 0.2702, -0.8534], [-1.3077, 1.0477, 1.8019], [0.9243, 0.5915, 1.9622], [-1.1534, 0.7637, -1.2650], [-1.3462, 1.5734, 2.6628], [-2.0680, 1.1358, 1.1473], [1.3862, 1.6817, -1.1713], [1.9076, 0.2268, -0.2855], [1.6134, 0.1298, -2.0307], [-0.1885, -1.5159, -0.6412], [-0.2432, -2.6774, -0.9780], [-0.2391, -3.7074, -1.2352], [-0.2778, -0.5932, 0.5663]], "lowdin_charge": [-0.010, -0.464, -0.471, 0.146, 0.027, 0.102, 0.111, 0.098, 0.101, 0.089, 0.105, -0.081, 0.101, 0.023, 0.124]}


*b*
{"formula": "C5H7NO2", "method": "the ωB97M-V functional and the def2-TZVPD basis", "total_charge": 0, "smiles": "CC1(C)ON=CC1=O", "gap_ev": 10.101, "lumo_ha": 0.011, "symbols": ["C", "C", "C", "O", "N", "C", "C", "O", "H", "H", "H", "H", "H", "H", "H"], "positions_angstrom": [[-0.4279, 0.4905, 1.1729], [0.3294, -0.0618, 0.0157], [-0.5719, -0.2008, -1.1981], [0.9401, -1.3794, 0.2053], [2.2763, -1.2699, 0.2347], [2.7180, -0.1361, -0.0221], [1.5006, 0.8532, -0.2069], [1.4817, 2.0447, -0.1588], [-0.7362, 1.4665, 0.8410], [0.1352, 0.6230, 2.1734], [-1.3880, -0.1645, 1.3365], [-0.0967, -0.4683, -2.1470], [-0.9755, 0.7775, -1.4613], [-1.3322, -0.9239, -1.0414], [3.7190, 0.0151, -0.1135]], "lowdin_charge": [-0.015, -0.511, 0.000, -0.052, 0.057, -0.007, -0.300, 0.126, 0.079, 0.131, 0.132, 0.098, 0.099, 0.079, 0.085]}


It turns out *b* is the most stable, with the second structure 0.0942 hartree higher.


*a*
{"formula": "C5H7NO2", "method": "the ωB97M-V functional and the def2-TZVPD basis", "total_charge": 0, "gap_ev": 9.574, "lumo_ha": 0.031, "symbols": ["C", "C", "C", "C", "C", "H", "H", "H", "H", "H", "H", "H", "N", "O", "O"], "positions_angstrom": [[0.6794, -0.1521, -0.6440], [-0.0417, -1.0069, 0.3291], [-0.9299, 0.7302, 0.7465], [-1.6840, 0.0913, -0.4175], [-0.3080, 0.9233, -0.4242], [1.9325, -0.0165, 0.9706], [2.7023, -0.7215, -0.0168], [0.6512, -0.2491, -1.6636], [0.2545, -1.9691, 0.5920], [-1.0845, 1.6742, 1.5102], [-2.5804, 0.5402, -0.9331], [0.1588, 1.8932, -0.7790], [2.0348, -0.0393, -0.0956], [-0.4378, -0.4565, 1.3701], [-1.3472, -1.2414, -0.5446]], "lowdin_charge": [-0.257, -0.388, -0.219, -0.143, -0.182, 0.116, 0.030, 0.139, 0.160, 0.221, 0.166, 0.185, 0.081, 0.098, -0.008]}


*b*
{"formula": "C5H7NO2", "method": "the ωB97M-V functional and the def2-TZVPD basis", "total_charge": 0, "smiles": "C=C=CN(C)C(=O)O", "gap_ev": [7.283, 7.714], "lumo_ha": [0.015, 0.004], "symbols": ["C", "C", "C", "N", "C", "C", "O", "O", "H", "H", "H", "H", "H", "H", "H"], "positions_angstrom": [[2.0028, 1.6247, -1.3512], [0.8948, 1.0333, -0.9856], [-0.3108, 0.9832, -0.4252], [-0.5806, -0.0945, 0.3600], [-1.9477, -0.4315, 0.7273], [0.4957, -1.0205, 0.5395], [1.6175, -0.8223, 0.9706], [0.0450, -2.3050, 0.5141], [2.9603, 1.1649, -1.1277], [1.9995, 2.5198, -1.9659], [-1.0787, 1.7412, -0.5534], [-2.2520, -1.3812, 0.2786], [-1.9972, -0.5098, 1.8166], [-2.6549, 0.3156, 0.3582], [0.8063, -2.8179, 0.8443]], "lowdin_charge": [-0.002, -0.087, -0.131, -0.087, -0.029, -0.504, 0.100, 0.097, 0.058, 0.053, 0.121, 0.089, 0.097, 0.090, 0.134]}


It turns out *b* is the most stable, with the second structure 0.0520 hartree higher.


*a*
{"formula": "H3N2OP", "method": "the ωB97M-V functional and the def2-TZVPD basis", "total_charge": 0, "gap_ev": [10.154, 10.154], "lumo_ha": [0.000, 0.000], "symbols": ["N", "N", "O", "P", "H", "H", "H"], "positions_angstrom": [[0.5325, 0.1590, 0.0180], [-1.0249, -0.9157, -0.0751], [3.0153, 0.3908, -0.0453], [1.7839, -0.7226, 0.0716], [-0.4429, -1.7017, 0.2417], [-1.6084, -0.5778, 0.6848], [2.9965, 1.3351, -0.1487]], "lowdin_charge": [-0.345, 0.013, -0.389, 0.728, -0.049, 0.009, 0.034]}


*b*
{"formula": "H3N2OP", "method": "the ωB97M-V functional and the def2-TZVPD basis", "total_charge": 0, "gap_ev": 10.007, "lumo_ha": -0.004, "symbols": ["N", "N", "O", "P", "H", "H", "H"], "positions_angstrom": [[-0.1897, 0.4780, 0.1424], [-1.7633, -0.6087, 0.1138], [2.2462, 0.7431, -0.0043], [1.0704, -0.4230, -0.1730], [-2.4136, -0.1420, -0.5305], [-1.3055, -1.3476, -0.3626], [2.3555, 1.3002, 0.8142]], "lowdin_charge": [-0.317, 0.003, -0.432, 0.729, 0.017, -0.071, 0.070]}


It turns out *a* is the most stable, with the second structure 0.0042 hartree higher.


*a*
{"formula": "C3H5FO", "method": "the ωB97M-V functional and the def2-TZVPD basis", "total_charge": 0, "smiles": "CO/C=C/F", "gap_ev": 9.685, "lumo_ha": 0.034, "symbols": ["C", "O", "C", "C", "F", "H", "H", "H", "H", "H"], "positions_angstrom": [[-1.1895, -0.6544, -1.7780], [-1.0321, -0.6882, -0.2444], [0.1345, -0.0624, -0.0427], [0.5720, 0.2816, 1.1199], [1.5768, 1.1556, 1.2443], [-2.1346, 0.2195, -1.9167], [-1.6847, -1.7590, -2.1784], [0.0670, -0.4829, -1.9594], [0.7937, -0.2783, -1.0308], [-0.0772, 0.0175, 2.0459]], "lowdin_charge": [-0.056, -0.188, -0.260, -0.161, 0.011, 0.146, 0.125, 0.098, 0.128, 0.156]}


*b*
{"formula": "C3H5FO", "method": "the ωB97M-V functional and the def2-TZVPD basis", "total_charge": 0, "gap_ev": 9.696, "lumo_ha": 0.019, "symbols": ["C", "C", "C", "O", "F", "H", "H", "H", "H", "H"], "positions_angstrom": [[3.1505, 0.6623, -0.0120], [-0.5237, 0.1680, 0.6659], [-0.1532, 0.9397, -0.5375], [2.6282, -0.3714, 0.2666], [0.0595, 2.1512, -0.0885], [2.5606, 1.5721, -0.2461], [-0.3684, 0.7097, 1.5644], [0.2953, -0.5502, 0.6735], [-1.3331, -0.4774, 0.7304], [4.2514, 0.6750, -0.1480]], "lowdin_charge": [-0.136, -0.118, -0.067, -0.012, -0.011, 0.073, 0.064, 0.066, 0.057, 0.085]}


*c*
{"formula": "C3H5FO", "method": "the ωB97M-V functional and the def2-TZVPD basis", "total_charge": 0, "smiles": "CO/C=C/F", "gap_ev": 9.823, "lumo_ha": 0.036, "symbols": ["C", "O", "C", "C", "F", "H", "H", "H", "H", "H"], "positions_angstrom": [[-1.4741, -1.6050, 0.5730], [-1.2379, -0.1654, 0.2832], [-0.0287, 0.2855, 0.5036], [0.6864, 0.8241, -0.5544], [2.0512, 0.9610, -0.7868], [-1.0106, -2.5025, -0.1607], [-2.4813, -1.4343, 0.6764], [-1.0449, -1.4662, 1.6140], [0.5163, -0.1134, 1.2883], [0.3614, 1.1628, -1.7355]], "lowdin_charge": [-0.019, -0.198, -0.225, -0.068, -0.070, 0.162, 0.047, 0.098, 0.091, 0.182]}


It turns out *c* is the most stable, with the second structure 0.0035 hartree higher.


*a*
{"formula": "C3H5FO", "method": "the ωB97M-V functional and the def2-TZVPD basis", "total_charge": 0, "smiles": "CO/C=C/F", "gap_ev": 10.291, "lumo_ha": 0.037, "symbols": ["C", "O", "C", "C", "F", "H", "H", "H", "H", "H"], "positions_angstrom": [[-1.5016, -0.2576, 0.2379], [-0.5312, 0.4221, -0.6062], [0.6002, 0.6807, -0.0434], [1.6029, -0.1033, -0.4262], [2.8785, -0.0433, 0.1522], [-1.0490, -0.6693, 1.1062], [-1.8854, -1.0561, -0.3292], [-2.3572, 0.4154, 0.3505], [0.7759, 1.5539, 0.7122], [1.4670, -0.9426, -1.1538]], "lowdin_charge": [-0.026, -0.144, -0.255, -0.076, -0.050, 0.083, 0.069, 0.095, 0.166, 0.138]}


*b*
{"formula": "C3H5FO", "method": "the ωB97M-V functional and the def2-TZVPD basis", "total_charge": 0, "gap_ev": [8.790, 8.337], "lumo_ha": [0.021, 0.009], "symbols": ["C", "C", "C", "O", "F", "H", "H", "H", "H", "H"], "positions_angstrom": [[1.3754, 0.7602, -1.2357], [-0.7063, -0.9247, 0.5004], [-0.2804, 0.4468, 0.8316], [1.8463, -0.2291, -1.6723], [-1.2006, 1.4074, 0.5022], [1.0508, 1.7154, -1.8795], [0.0588, -1.5238, 0.2325], [-1.2674, -0.9655, -0.3526], [-1.1105, -1.2931, 1.3676], [0.2338, 0.6065, 1.7058]], "lowdin_charge": [-0.090, -0.069, -0.156, 0.004, -0.025, 0.096, 0.041, 0.064, 0.061, 0.073]}


*c*
{"formula": "C3H5FO", "method": "the ωB97M-V functional and the def2-TZVPD basis", "total_charge": 0, "smiles": "C=C(C)OF", "gap_ev": 10.737, "lumo_ha": 0.027, "symbols": ["C", "C", "C", "O", "F", "H", "H", "H", "H", "H"], "positions_angstrom": [[0.0273, 1.5486, -0.1708], [0.6409, 0.4063, 0.1562], [0.0933, -1.0167, 0.2162], [2.0673, 0.4913, 0.3801], [2.9374, -0.2879, -0.3928], [0.6822, 2.3602, -0.3623], [-1.0221, 1.9582, -0.1699], [0.3716, -1.4795, -0.7285], [0.7285, -1.4282, 0.9705], [-0.9575, -1.1800, 0.2112]], "lowdin_charge": [0.085, -0.339, -0.025, -0.042, -0.052, 0.050, 0.094, 0.083, 0.073, 0.073]}


*d*
{"formula": "C3H5FO", "method": "the ωB97M-V functional and the def2-TZVPD basis", "total_charge": 0, "smiles": "C[C@@H](F)C=O", "gap_ev": 10.823, "lumo_ha": 0.033, "symbols": ["C", "C", "F", "C", "O", "H", "H", "H", "H", "H"], "positions_angstrom": [[0.9966, -0.4173, -0.4042], [0.0924, 0.5398, 0.3830], [0.1524, 1.8030, -0.1867], [-1.3085, -0.0183, 0.1733], [-2.2392, 0.4035, -0.4459], [1.8871, 0.1609, -0.3986], [0.6948, -0.5611, -1.4290], [1.0603, -1.4135, 0.0719], [0.1342, 0.4688, 1.4269], [-1.4701, -0.9656, 0.8092]], "lowdin_charge": [-0.023, -0.343, 0.009, -0.252, 0.085, 0.071, 0.086, 0.098, 0.126, 0.142]}


It turns out *d* is the most stable, with the second structure 0.0435 hartree higher.


*a*
{"formula": "C3H5FO", "method": "the ωB97M-V functional and the def2-TZVPD basis", "total_charge": 0, "gap_ev": 11.233, "lumo_ha": 0.038, "symbols": ["C", "C", "C", "H", "H", "H", "H", "H", "O", "F"], "positions_angstrom": [[-0.4204, 0.0956, 1.0166], [0.1153, -0.3597, -0.1848], [0.7280, 0.4360, -1.3192], [-0.2887, -0.4308, 1.9244], [-0.0278, 1.0241, 1.4911], [-0.3268, -1.2226, -0.9218], [1.1595, 1.7001, -1.7086], [0.6943, -0.3020, -2.2605], [1.5558, -0.2687, -0.3047], [-1.7994, 0.0388, 0.7598]], "lowdin_charge": [-0.181, -0.335, -0.119, 0.115, 0.151, 0.191, 0.207, 0.118, -0.100, -0.046]}


*b*
{"formula": "C3H5FO", "method": "the ωB97M-V functional and the def2-TZVPD basis", "total_charge": 0, "gap_ev": 11.335, "lumo_ha": 0.035, "symbols": ["C", "C", "C", "O", "F", "H", "H", "H", "H", "H"], "positions_angstrom": [[0.0369, -0.9278, -0.5065], [-1.0774, -0.3115, 0.3048], [0.1471, 0.4901, -0.1437], [1.5802, 0.9536, 0.8414], [0.1051, 1.4393, -1.0908], [0.7035, -1.7229, 0.0589], [-0.0870, -1.3135, -1.4436], [-1.9223, -0.0261, -0.1627], [-1.0808, -0.4796, 1.4127], [1.5948, 1.8983, 0.7295]], "lowdin_charge": [-0.079, -0.023, -0.323, -0.085, 0.070, 0.161, 0.072, 0.064, 0.133, 0.011]}


It turns out *b* is the most stable, with the second structure 0.0444 hartree higher.